[1]
Computed, not measured: a structure of composition C29H27N4O4PPdS at a distorted geometry, with the ωB97M-V functional and the def2-TZVPD basis.

Each line ends with the Löwdin charge.
Atoms and positions in Å:
Pd: -0.29668 0.08804 0.56102  0.265
O: 0.71761 -1.63061 -0.73782  -0.220
N: 0.06341 -2.64324 -1.11653  -0.056
N: -0.51553 -3.44291 -0.26416  -0.263
O: -0.56360 -3.30583 1.02831  -0.201
C: -1.14245 -4.56328 -0.80592  -0.173
C: -1.94653 -5.38050 -0.00280  -0.024
C: -2.51607 -6.53196 -0.51498  -0.120
C: -2.29779 -6.90711 -1.83497  -0.143
C: -1.50607 -6.09272 -2.63971  -0.124
C: -0.93921 -4.93649 -2.14520  -0.030
H: -2.10647 -5.09000 1.02509  0.098
H: -3.13884 -7.15064 0.12178  0.087
H: -2.73846 -7.81297 -2.23455  0.078
H: -1.32381 -6.37979 -3.66960  0.087
H: -0.31977 -4.30635 -2.76323  0.095
O: -3.41843 1.21183 -2.12021  -0.360
S: -2.14683 0.62522 -1.71020  0.555
O: -2.27005 -0.70050 -1.16381  -0.349
N: -1.28829 1.52820 -0.71828  -0.211
C: -0.78540 2.73110 -1.08396  -0.283
C: -1.28328 3.53659 -2.11875  -0.044
C: -0.80524 4.82941 -2.30728  -0.115
C: 0.16709 5.36744 -1.49160  -0.101
C: 0.76231 4.57246 -0.49388  -0.184
C: 1.80541 5.03144 0.34195  -0.054
C: 2.38082 4.16027 1.23319  -0.086
C: 1.96908 2.82359 1.24329  -0.149
N: 0.99400 2.35419 0.48850  0.096
C: 0.34191 3.22126 -0.32365  -0.155
C: -1.14537 0.58559 -3.21570  -0.255
C: 0.23709 0.50964 -3.11827  -0.052
C: 1.00303 0.70768 -4.25735  -0.079
C: 0.39482 0.98331 -5.47510  -0.116
C: -0.99018 1.03664 -5.56822  -0.105
C: -1.75956 0.84207 -4.43086  -0.081
H: -2.07804 3.15267 -2.74110  0.086
H: -1.22720 5.43305 -3.10484  0.089
H: 0.49550 6.39434 -1.61495  0.085
H: 2.15030 6.05656 0.25156  0.097
H: 3.18606 4.48982 1.88009  0.087
H: 2.46652 2.10717 1.88652  0.084
H: 0.68678 0.30636 -2.15110  0.092
H: 2.08322 0.67791 -4.19225  0.097
H: 0.99934 1.18134 -6.35315  0.086
H: -1.45919 1.25614 -6.52126  0.088
H: -2.83892 0.91017 -4.45570  0.103
C: -0.41111 -2.02213 3.80163  -0.270
P: 0.35503 -1.01852 2.43174  0.812
C: 1.97188 -1.88084 2.21748  -0.297
C: 0.97020 0.26787 3.65766  -0.363
C: 2.29484 0.55013 3.99779  -0.133
C: 2.61292 1.52233 4.94027  -0.130
C: 1.61222 2.24442 5.56901  -0.138
C: 0.28647 2.02023 5.20496  -0.113
C: -0.01520 1.06377 4.25456  -0.134
H: -1.06215 -1.39453 4.40761  0.017
H: 0.38299 -2.43613 4.43046  0.029
H: -0.98642 -2.83024 3.36576  0.009
H: 2.42139 -2.14689 3.17879  0.025
H: 2.61853 -1.20308 1.65898  0.028
H: 1.82551 -2.77663 1.62313  0.016
H: 3.10440 0.00950 3.52339  0.080
H: 3.65230 1.69922 5.20323  0.086
H: 1.85819 2.97970 6.32743  0.080
H: -0.50681 2.59514 5.67118  0.088
H: -1.04219 0.92009 3.93459  0.089

Computed properties:
**Net charge**: -2
**E_HOMO**: 0.58 eV
**LUMO**: 4.721 eV
**ΔE to the lowest compared entry with this formula, charge and spin**: 13.3 kcal/mol

=====

[2]
Computed, not measured: a structure of composition C29H27N5NiO2S at a distorted geometry, with the ωB97M-V functional and the def2-TZVPD basis.

Each line ends with the Mulliken spin population.
Atoms and positions in Å:
Ni: 0.67092 0.75581 1.51104  1.729
O: -0.51786 -0.20231 0.19854  0.051
C: -0.15193 -1.17564 -0.54928  0.002
C: -1.06985 -2.22880 -0.83494  0.007
C: -0.73408 -3.29045 -1.63617  -0.002
C: 0.53239 -3.37489 -2.23055  0.002
C: 1.43806 -2.36695 -2.00314  0.001
C: 1.13698 -1.27429 -1.17648  -0.002
C: 2.10452 -0.21757 -1.01354  -0.025
N: 2.03669 0.66083 -0.09441  0.055
C: 2.88410 1.82975 -0.07277  0.005
C: 1.95313 3.03123 0.09627  -0.003
N: 1.06693 2.75771 1.21719  0.036
C: 0.41007 3.72670 1.74707  0.002
C: -0.48879 3.62415 2.85336  -0.014
C: -1.11408 4.79934 3.30615  -0.001
C: -2.01452 4.78611 4.33848  0.008
C: -2.30595 3.56656 4.96934  -0.002
C: -1.71265 2.40289 4.56006  0.009
C: -0.79637 2.36937 3.47090  0.020
O: -0.28815 1.24208 3.11838  0.076
H: -2.04088 -2.16859 -0.35585  0.000
H: -1.45777 -4.08039 -1.80566  0.000
H: 0.78404 -4.22028 -2.85701  0.000
H: 2.42438 -2.41336 -2.45500  0.000
H: 2.91508 -0.17139 -1.75259  0.006
H: 3.54217 1.76569 0.79983  0.000
H: 3.49958 1.92646 -0.97413  0.001
H: 2.53423 3.94496 0.25311  0.002
H: 1.35568 3.14952 -0.81461  0.001
H: 0.53568 4.73504 1.33844  0.002
H: -0.88485 5.73617 2.80916  0.000
H: -2.50151 5.69798 4.65744  0.001
H: -3.01575 3.54689 5.78805  0.000
H: -1.93693 1.45817 5.03892  0.000
C: -3.46513 -1.24809 -2.52486  0.000
C: -2.76336 0.06766 -2.45475  0.000
C: -2.18657 0.68980 -3.52297  0.000
C: -1.53520 1.92753 -3.29189  0.000
N: -1.55173 2.53032 -2.12848  0.000
C: -2.21858 1.97339 -1.08580  -0.002
S: -2.45501 2.72176 0.36658  0.001
N: -2.71828 0.68815 -1.26167  0.000
C: -0.80350 2.61542 -4.40312  0.000
H: -3.57530 -1.56749 -3.55773  0.000
H: -4.45364 -1.16939 -2.07035  0.000
H: -2.89794 -2.00632 -1.98149  0.000
H: -2.21191 0.24592 -4.50644  0.000
H: -3.08218 0.25073 -0.42848  0.000
H: -0.99099 2.13566 -5.36207  0.000
H: 0.26865 2.59673 -4.20114  0.000
H: -1.10868 3.65963 -4.44652  0.000
N: 1.35955 -0.99444 2.27197  0.009
C: 1.60444 -2.04986 1.88961  0.019
C: 1.95154 -3.36415 1.46998  -0.004
C: 3.27701 -3.65161 1.13579  0.005
C: 3.62611 -4.93387 0.75699  -0.002
C: 2.66060 -5.93055 0.70475  0.004
C: 1.34184 -5.64165 1.02700  -0.002
C: 0.98055 -4.36414 1.41264  0.003
H: 4.01941 -2.86539 1.17852  0.000
H: 4.65469 -5.15916 0.50913  0.000
H: 2.93499 -6.93619 0.41466  0.000
H: 0.59042 -6.41848 0.98021  0.000
H: -0.04454 -4.13043 1.66436  0.000

Computed properties:
**E_HOMO (spin up / spin down)**: -7.02 / -7.04 eV
**LUMO (spin up / spin down)**: -0.073 / -0.195 eV
**Multiplicity**: 3
**ΔE to the lowest compared entry with this formula, charge and spin**: 26.0 kcal/mol

=====

[3]
Computed, not measured: a structure of composition C29H28BF4MnN15O at a distorted geometry, with the ωB97M-V functional and the def2-TZVPD basis.

Each line ends with the Mulliken spin population.
Atoms and positions in Å:
Mn: 0.12050 -0.06353 1.01353  3.891
C: -3.17181 -1.25876 -1.35008  0.000
C: -2.01189 -0.53337 -1.17044  0.008
N: -1.62746 -0.60869 0.11610  0.061
N: -2.52835 -1.38545 0.77478  -0.024
C: -3.45552 -1.78895 -0.09746  0.015
B: -2.34367 -1.55758 2.30780  -0.048
N: -2.11609 -0.10826 2.82763  0.011
C: -2.87827 0.65954 3.60755  0.020
C: -2.31196 1.93156 3.67730  -0.002
C: -1.17870 1.85900 2.89298  0.013
N: -1.06612 0.61241 2.38675  -0.112
N: -0.98712 -2.30356 2.46075  0.010
C: -0.66635 -3.46146 3.03631  0.021
C: 0.67370 -3.74659 2.76657  0.002
C: 1.12512 -2.68803 2.00554  0.014
N: 0.10335 -1.82542 1.82543  0.033
N: -3.39823 -2.22085 3.11516  0.194
C: -4.62222 -2.78621 2.89074  0.295
C: -5.12711 -3.18172 4.09620  0.301
C: -4.11882 -2.83403 5.03214  0.113
N: -3.09253 -2.26163 4.44414  0.144
H: -3.74693 -1.37825 -2.25260  0.000
H: -1.46501 0.04813 -1.89573  -0.001
H: -4.26388 -2.44007 0.18496  -0.001
H: -3.77316 0.28066 4.07628  0.000
H: -2.67441 2.78506 4.22524  0.000
H: -0.43347 2.61821 2.71366  -0.003
H: -1.38521 -4.02612 3.60982  -0.004
H: 1.23545 -4.61109 3.07875  0.001
H: 2.09576 -2.51648 1.56739  -0.002
H: -5.08519 -2.87124 1.92377  -0.005
H: -6.04263 -3.71422 4.28925  -0.029
H: -4.12486 -2.99571 6.09798  0.009
N: 3.15008 4.61108 -0.74387  0.000
C: 1.77978 3.99718 -0.72252  0.001
C: 1.75141 2.65842 0.04275  0.005
N: 0.41365 2.02563 -0.01710  0.033
H: 3.13943 5.49727 -1.26222  0.000
H: 3.83961 4.00564 -1.19707  0.000
H: 3.49477 4.82476 0.19698  0.000
H: 1.47083 3.84663 -1.75723  0.000
H: 1.10443 4.72150 -0.26804  0.000
H: 2.01417 2.81181 1.08998  -0.001
H: 2.47047 1.96408 -0.39672  -0.001
H: 0.18288 1.86500 -0.99740  -0.002
H: -0.29308 2.67374 0.32951  0.003
F: 1.08305 1.21571 -2.92222  0.001
C: 0.97669 0.57439 -4.11496  -0.020
C: 0.89165 1.31536 -5.25769  0.028
F: 0.92623 2.62702 -5.13382  0.002
C: 0.76207 0.71143 -6.53938  -0.074
C: 0.68069 -0.69193 -6.54387  0.075
C: 0.80020 -1.43990 -5.37513  -0.036
F: 0.72289 -2.73542 -5.46069  -0.007
C: 0.97409 -0.82723 -4.11121  -0.013
C: 1.17060 -1.58161 -2.90882  -0.160
C: 1.11609 -1.04468 -1.63465  0.051
N: 1.03656 -0.65852 -0.54015  -0.178
C: 1.46845 -2.97044 -2.89487  0.023
N: 1.66641 -4.10345 -2.80379  -0.070
F: 0.49209 -1.34411 -7.65629  0.010
C: 0.73490 1.48593 -7.75649  0.110
C: 0.53298 0.91776 -9.02848  -0.013
N: 0.38181 0.45106 -10.07596  0.140
C: 0.96034 2.87791 -7.76598  -0.019
N: 1.15497 4.01624 -7.76338  0.123
C: 1.12245 -0.14993 4.90973  0.001
N: 2.42355 -0.25851 4.25479  0.019
C: 3.53194 -0.69592 5.10398  -0.001
C: 2.59517 -0.02500 2.98879  0.012
O: 1.69309 0.33628 2.16094  0.026
H: 1.26871 0.18907 5.93275  0.000
H: 0.62658 -1.12298 4.93990  0.000
H: 0.49619 0.56238 4.38369  -0.001
H: 3.74587 0.05998 5.85954  0.000
H: 4.43053 -0.87995 4.52023  0.000
H: 3.24646 -1.61180 5.62079  0.001
H: 3.62156 -0.14239 2.63418  0.004

Computed properties:
**Net charge**: +4
**E_HOMO (spin up / spin down)**: -17.62 / -18.12 eV
**LUMO (spin up / spin down)**: -12.499 / -14.484 eV
**Multiplicity**: 6
**ΔE to the lowest compared entry with this formula, charge and spin**: 10.4 kcal/mol